#one
# H31O15

H31O15 as an isolated structure (wB97M-V/def2-TZVPD, OMol25).

The charge is +1.

Element x y z (Å)
O  0.48073  -3.62023  1.45105
H  2.84336  1.12998  1.52894
H  0.77618  -2.71482  1.48000
O  -2.65484  0.30236  -2.06228
H  0.04564  -0.54058  2.36818
H  -3.22479  0.03203  -2.78860
O  1.80028  1.21916  -0.32999
H  0.39844  -0.48906  -3.67628
H  -1.47549  -2.42178  2.53012
O  -1.13029  2.18449  -1.07108
H  -2.61516  -3.34794  -0.12031
H  -1.12723  2.69522  -0.25077
O  2.98316  1.77710  2.25133
H  -0.13718  0.81034  1.34860
H  3.83187  1.78293  2.67205
O  -2.56333  -0.64997  0.87577
H  1.62125  2.09584  -0.75030
H  1.53503  0.50883  -0.90711
O  -0.45686  -0.60905  -3.23098
H  -2.76122  0.04878  0.22091
H  2.98561  -0.88790  -2.99738
O  -0.26904  3.94768  1.37428
H  -1.75501  0.27677  -2.42225
H  2.50484  -2.39992  -3.09914
O  -2.22427  -2.61313  -0.60914
H  0.66806  3.78444  1.32804
H  1.89124  -2.45364  -0.98456
O  1.11893  3.81199  -1.82160
H  -0.38032  4.85062  1.01191
O  -0.24538  -0.12413  1.50374
H  -1.34547  -0.55976  1.27477
H  0.64900  4.21148  -1.10389
O  2.21164  -1.49580  -3.03488
H  -2.37444  -2.72451  -1.54234
H  -2.87217  -1.34057  0.16402
O  1.44162  -3.26748  -0.77397
H  -0.28549  -1.50980  -2.89326
H  2.18520  -3.89140  -0.83180
O  -1.25150  -2.06656  3.38637
H  0.30599  -3.63313  0.48387
H  0.91657  1.73171  3.40703
O  -0.01853  1.55307  3.52236
H  -0.53510  2.24114  3.09705
H  -1.58366  1.37595  -0.94628
H  0.75992  3.75863  -2.73663
H  -0.66783  -2.76934  3.70444

Results of the Löwdin charge analysis, in e, for atoms 1 through 5: number 1, O, carries -0.07; number 2, H, carries 0.02; number 3, H, carries 0.00; number 4, O, carries -0.06; number 5, H, carries 0.13

#two
# H31O15

A 15-piece molecular cluster, H31O15 overall (wB97M-V/def2-TZVPD, OMol25).

The charge is +1.

Element x y z (Å)
O  -0.71232  1.25012  -2.16037
H  0.20898  3.04833  -1.42762
H  -0.87633  0.90265  -1.24998
O  -1.41089  -3.79217  -0.36181
H  0.89374  -2.92445  0.60092
H  -2.08782  -3.21127  -0.02336
O  -0.59687  -2.09113  -2.86999
H  2.11372  0.54259  2.32311
H  -1.77150  -0.18846  0.20969
O  -2.76583  -1.65278  2.38323
H  -1.07287  -2.07061  1.79527
H  -2.57208  -0.72671  2.53990
O  1.65866  1.97414  -2.69077
H  2.18864  1.18740  -2.88469
H  2.12427  2.71427  -2.29246
O  -0.61536  3.57976  -1.30387
H  -1.48444  -1.71079  -2.92447
H  -0.61300  -2.70621  -2.10187
O  2.07376  1.32250  2.87668
H  -1.41004  3.04432  -1.60699
H  1.52071  -0.92455  -0.76645
O  -0.34382  3.64215  1.15733
H  -1.54612  -4.74151  -0.37772
H  1.17274  -1.47905  -2.09854
O  -0.51592  -2.89110  1.90883
H  0.56866  3.21447  1.30202
H  2.68481  3.24703  1.09950
O  -3.94976  -0.78458  0.30630
H  -0.74723  3.35157  1.98760
O  1.72956  -2.57953  0.95408
H  1.81996  -3.06768  1.77572
H  -4.60411  -1.29789  0.78833
O  1.70232  -0.74707  -1.69459
H  -1.28858  -3.47011  1.89821
H  -0.63680  3.71310  -0.23786
O  2.03774  3.02488  0.42296
H  2.68991  1.63217  3.53524
H  1.79642  2.09176  0.48454
O  -0.81511  -0.01943  0.27508
H  -0.66388  0.53553  -2.80745
H  3.00433  0.56800  -0.31933
O  3.01400  0.06126  0.55184
H  2.90325  -0.71825  -0.02720
H  -3.62441  -1.85806  2.04924
H  -4.51629  -0.34336  -0.34306
H  -0.41590  -0.83357  -0.04876

Results of the Löwdin charge analysis, in e, for atoms 1 through 5: number 1, O, carries -0.09; number 2, H, carries 0.10; number 3, H, carries 0.02; number 4, O, carries -0.03; number 5, H, carries 0.01

Winner for stability: #one

#one
# C5H10N

C5H10N as an isolated structure (wB97M-V/def2-TZVPD, OMol25).

The charge is +1.

Element x y z (Å)
C  -0.95215  -1.41545  -0.71128
C  -0.03916  -0.56078  -0.29674
C  -1.08747  0.50830  -0.53552
C  2.37716  0.08858  -0.23466
C  1.18705  -0.50245  0.57793
N  -2.02363  0.81592  0.52785
H  -1.25890  -2.06943  -1.50390
H  -1.31178  0.82781  -1.56232
H  3.23731  0.04757  0.38247
H  2.17247  1.25664  -0.48905
H  2.46232  -0.45565  -1.18793
H  0.87755  0.15501  1.42469
H  1.42421  -1.51311  1.02707
H  -3.07898  0.79388  0.28049
H  -1.92621  1.76406  0.91039
H  -2.05982  0.25911  1.39052

Results of the Löwdin charge analysis, in e, for atoms 1 through 5: number 1, C, carries 0.24; number 2, C, carries -0.32; number 3, C, carries -0.09; number 4, C, carries -0.08; number 5, C, carries -0.20

#two
# C5H10N

A 2-piece molecular cluster, C5H10N overall (wB97M-V/def2-TZVPD, OMol25).

The charge is +1.

Element x y z (Å)
C  -2.09738  1.20369  1.15090
C  -2.37736  0.23734  0.15915
C  1.42275  -0.38350  -1.61778
C  1.21008  -0.67088  0.73287
C  1.81279  0.02439  -0.24892
N  -1.08189  0.54314  0.81265
H  -2.42540  1.89597  1.97585
H  -2.91415  -0.62484  0.64559
H  -2.34559  0.56733  -0.90834
H  1.14056  -1.45427  -1.67244
H  0.58316  0.17751  -1.82441
H  2.34533  -0.26429  -2.31281
H  1.54604  -0.39133  1.72777
H  0.52352  -1.54640  0.54868
H  -0.06735  0.04037  0.72543
H  2.72488  0.64577  0.10582

Results of the Löwdin charge analysis, in e, for atoms 1 through 5: number 1, C, carries 0.04; number 2, C, carries -0.03; number 3, C, carries -0.08; number 4, C, carries -0.11; number 5, C, carries -0.16

#three
# C5H10N

C5H10N as an isolated structure (wB97M-V/def2-TZVPD, OMol25).

The charge is +1.

Element x y z (Å)
C  2.77466  0.67754  0.37643
C  2.04455  0.03517  -0.47965
C  -1.08943  0.94544  -0.27406
C  0.05202  0.13853  -0.28711
C  -0.12825  -1.32667  0.01370
N  -2.42022  0.44823  0.09419
H  3.85273  0.57160  0.35933
H  2.37690  1.33219  1.13245
H  2.21892  -0.62561  -1.29808
H  -1.04907  1.99909  -0.49039
H  -1.12943  -1.73421  -0.15862
H  0.14788  -1.52333  1.05023
H  0.54341  -1.92059  -0.60050
H  -2.73233  0.89643  0.96837
H  -2.35565  -0.57367  0.23537
H  -3.10670  0.65986  -0.64167

Results of the Löwdin charge analysis, in e, for atoms 1 through 5: number 1, C, carries 0.00; number 2, C, carries 0.01; number 3, C, carries -0.10; number 4, C, carries -0.07; number 5, C, carries -0.12

Winner for stability: #three

#one
# C14H22N2O3

A single C14H22N2O3 molecule (wB97M-V/def2-TZVPD, OMol25).

The charge is 0.

Element x y z (Å)
C  -5.80827  -1.29712  0.63193
C  -4.91308  -0.14494  0.19339
C  -3.48239  -0.60743  -0.07142
C  -2.57922  0.54297  -0.50979
C  -1.15442  0.06579  -0.79167
C  -0.21975  1.20499  -1.23243
C  0.68647  1.84539  -0.16756
C  0.09532  1.92151  1.23734
N  1.99946  1.19314  -0.10051
C  2.14496  -0.14104  -0.10137
C  3.33480  -0.79932  -0.01146
C  3.28796  -2.28305  -0.03371
C  4.59544  -3.00663  0.04152
O  2.22154  -2.85783  -0.11030
C  4.55722  -0.01958  0.10137
O  5.69749  -0.41060  0.19194
N  4.30617  1.35601  0.10042
C  3.11393  2.02190  0.01610
O  3.03547  3.22611  0.03573
H  -6.82155  -0.94721  0.81442
H  -5.43022  -1.74689  1.54744
H  -5.84371  -2.06612  -0.13660
H  -4.90611  0.62454  0.96903
H  -5.32019  0.30541  -0.71483
H  -3.49041  -1.37664  -0.84702
H  -3.07757  -1.06029  0.83680
H  -2.99172  0.99833  -1.41333
H  -2.57048  1.30592  0.27011
H  -1.19790  -0.67926  -1.58871
H  -0.77956  -0.44090  0.09709
H  0.42786  0.85557  -2.03972
H  -0.83938  2.00020  -1.65083
H  0.91476  2.86797  -0.48991
H  -0.84717  2.45930  1.21061
H  -0.07057  0.93270  1.65617
H  0.77869  2.46300  1.88777
H  1.24695  -0.73539  -0.19056
H  4.42238  -4.07919  0.01205
H  5.11675  -2.73453  0.95649
H  5.23356  -2.70545  -0.78616
H  5.12651  1.94867  0.18014

Results of the Löwdin charge analysis, in e, for atoms 1 through 5: number 1, C, carries -0.12; number 2, C, carries -0.28; number 3, C, carries -0.23; number 4, C, carries -0.22; number 5, C, carries -0.21

#two
# C14H22N2O3

A single C14H22N2O3 molecule (wB97M-V/def2-TZVPD, OMol25).

The charge is 0.

Element x y z (Å)
C  -6.04714  -0.97663  -0.19319
C  -4.46048  -0.84739  0.00392
O  -3.75520  -1.67852  0.30694
N  -4.12432  0.41225  -0.17629
C  -2.86666  0.79366  -0.13155
C  -1.86035  0.11783  0.47517
C  -0.64416  0.65093  0.74215
C  -0.39000  2.15445  0.20290
O  0.83583  2.62607  0.33744
C  1.98742  2.17274  0.86315
C  2.54429  1.25195  -0.46581
O  3.33248  2.02602  -1.01738
C  3.34266  0.03132  0.27241
N  2.62478  -0.75219  0.82699
C  2.22854  -2.15579  0.16271
C  1.47085  -1.88344  -0.94331
C  3.61774  -2.99622  0.10927
C  -1.51317  2.92818  -0.17470
C  -2.66447  2.28362  -0.23761
H  -6.69010  -0.30639  0.41848
H  -6.43059  -0.54876  -1.20607
H  -6.31023  -2.09038  0.01976
H  -4.87179  1.14650  -0.16586
H  -1.91224  -0.83912  0.44587
H  0.30945  0.35262  0.91823
H  2.67134  2.71503  1.11124
H  1.72451  1.36090  1.67890
H  1.75374  0.92049  -0.92356
H  2.95373  2.68788  -1.34910
H  3.90362  -0.25329  -0.71367
H  4.11611  0.46088  0.73157
H  2.84353  -0.98121  1.94300
H  1.61068  -2.70702  0.99564
H  1.32171  -2.83990  -1.44439
H  2.18023  -1.43009  -1.63545
H  0.67634  -1.22588  -1.23101
H  4.02990  -3.32243  1.08476
H  3.30687  -3.84215  -0.28777
H  4.16616  -2.60676  -0.45901
H  -1.41388  4.05033  -0.37173
H  -3.59769  3.13993  -0.52303

Results of the Löwdin charge analysis, in e, for atoms 1 through 5: number 1, C, carries -0.02; number 2, C, carries -0.60; number 3, O, carries 0.15; number 4, N, carries 0.08; number 5, C, carries -0.24

Winner for stability: #one